Computed, not measured: 3 unconnected molecules or ions with the total composition C2H10NO2 at a distorted geometry, with ωB97M-V/def2-TZVPD.

CARTESIAN COORDINATES (ANGSTROEM)
H1 -1.42 -1.58 4.38
H2 1.91 2.38 -0.44
H3 -0.91 -3.00 4.10
C1 1.35 2.04 -1.35
H4 0.57 0.62 -0.21
H5 1.74 2.42 -2.42
C2 -0.13 0.26 -2.23
H6 0.12 -1.04 1.27
H7 -0.15 -0.88 -2.35
H8 -1.23 0.31 -2.06
O1 -0.65 -2.05 3.98
H9 -0.09 0.75 -3.14
H10 -1.30 -0.47 1.07
O2 -0.47 -0.66 0.58
N1 0.66 0.92 -1.20

## Properties
- total charge = +1
- Kohn-Sham gap (eV) = 9.26
- energy above the lowest of the compared OMol25 structures with the same formula, charge and spin (kcal/mol) = 39.69
- HOMO (eV) = -14.4


Computed, not measured: 2 unconnected molecules or ions with the total composition C2H10NO2 at a distorted geometry, with ωB97M-V/def2-TZVPD.

CARTESIAN COORDINATES (ANGSTROEM)
H1 1.67 -2.90 0.12
H2 0.85 -3.09 -1.15
H3 0.46 2.39 -0.91
H4 -0.96 1.60 -1.19
O1 -1.10 -0.51 1.85
C1 0.28 0.51 0.08
H5 -0.25 -0.54 2.30
H6 1.12 0.86 0.67
C2 -1.07 0.44 0.85
H7 -1.76 0.08 0.07
N1 0.05 1.47 -1.06
H8 0.51 -0.49 -0.30
H9 0.46 1.17 -1.95
O2 1.13 -2.43 -0.51
H10 -1.38 1.43 1.15

## Properties
- total charge = +1
- Kohn-Sham gap (eV) = 10.93
- energy above the lowest of the compared OMol25 structures with the same formula, charge and spin (kcal/mol) = 20.40
- HOMO (eV) = -14.7


Computed, not measured: 3 unconnected molecules or ions with the total composition C2H10NO2 at a distorted geometry, with ωB97M-V/def2-TZVPD.

CARTESIAN COORDINATES (ANGSTROEM)
O1 -1.50 -0.35 -2.18
O2 0.25 -2.52 -0.54
H1 1.26 1.21 -0.86
H2 1.47 2.52 1.11
C1 0.03 1.27 2.12
H3 -0.16 -2.79 0.29
H4 0.03 1.89 3.01
H5 -2.17 -0.96 -1.85
H6 1.51 -0.15 0.10
H7 -1.63 -0.32 -3.13
H8 -0.62 0.42 2.21
H9 -0.02 0.43 -0.21
C2 0.87 1.62 1.17
N1 0.95 0.70 -0.03
H10 -0.28 -2.98 -1.21

## Properties
- total charge = +1
- Kohn-Sham gap (eV) = 11.93
- energy above the lowest of the compared OMol25 structures with the same formula, charge and spin (kcal/mol) = 23.19
- HOMO (eV) = -15.2


Computed, not measured: 3 unconnected molecules or ions with the total composition C2H10NO3 at a distorted geometry, with ωB97M-V/def2-TZVPD.

CARTESIAN COORDINATES (ANGSTROEM)
C1 0.57 0.46 -0.18
H1 -1.98 0.46 -0.21
O1 -0.53 -0.20 0.33
H2 -3.19 0.48 -1.10
H3 0.77 -2.32 -1.57
H4 -0.32 0.89 2.10
H5 1.23 0.84 0.62
O2 -2.81 1.00 -0.39
H6 0.36 1.38 -0.76
O3 -0.33 1.22 3.02
N1 1.21 -1.90 -0.75
H7 0.38 -1.79 -0.14
C2 1.38 -0.48 -1.16
H8 2.43 -0.19 -1.18
H9 0.88 -0.27 -2.11
H10 -0.06 0.43 3.50

## Properties
- total charge = -1
- Kohn-Sham gap (eV) = 8.22
- energy above the lowest of the compared OMol25 structures with the same formula, charge and spin (kcal/mol) = 10.01
- HOMO (eV) = -3.9


Computed, not measured: 3 unconnected molecules or ions with the total composition C2H10NO3 at a distorted geometry, with ωB97M-V/def2-TZVPD.

CARTESIAN COORDINATES (ANGSTROEM)
O1 2.19 -2.36 -0.85
H1 -2.96 0.82 -1.79
H2 2.75 -2.16 -1.57
O2 1.09 0.55 0.04
O3 2.31 0.31 2.65
N1 -1.13 0.77 -0.96
C1 -2.62 0.60 -0.86
H3 -0.60 0.06 1.09
H4 -3.27 1.22 -0.26
C2 -0.14 0.12 -0.11
H5 -2.53 -0.44 -0.51
H6 -0.03 -0.89 -0.43
H7 1.70 0.56 1.88
H8 2.20 -1.34 -0.30
H9 1.99 0.58 3.52
H10 -0.93 1.61 -1.54

## Properties
- multiplicity = 2
- Kohn-Sham gap (alpha / beta) (eV) = 10.31 / 6.95
- energy above the lowest of the compared OMol25 structures with the same formula, charge and spin (kcal/mol) = 45.69
- HOMO (alpha / beta) (eV) = -9.6 / -9.3
- <S²> = 0.7577


Computed, not measured: 4 unconnected molecules or ions with the total composition C2H10NO5 at a distorted geometry, with ωB97M-V/def2-TZVPD.

CARTESIAN COORDINATES (ANGSTROEM)
H1 -1.42 -1.70 1.87
O1 -0.16 1.37 1.85
N1 -0.34 -0.48 0.53
H2 1.77 0.09 -2.67
O2 1.58 0.65 0.72
H3 3.40 -1.41 -0.70
H4 -2.29 -0.22 1.32
O3 -2.19 2.23 0.05
C1 -1.60 -1.01 1.03
H5 -1.61 2.05 0.82
O4 2.53 -1.02 -0.89
C2 0.35 0.52 1.13
H6 0.58 0.19 -1.85
H7 -1.70 1.64 -0.55
H8 0.14 -1.19 0.00
H9 -2.16 -1.59 0.30
H10 2.28 -0.40 -0.17
O5 0.85 0.29 -2.78

## Properties
- multiplicity = 2
- Kohn-Sham gap (alpha / beta) (eV) = 11.50 / 6.60
- energy above the lowest of the compared OMol25 structures with the same formula, charge and spin (kcal/mol) = 6.02
- HOMO (alpha / beta) (eV) = -11.2 / -11.2
- <S²> = 0.7574


Computed, not measured: 3 unconnected molecules or ions with the total composition C2H10NOS2 at a distorted geometry, with ωB97M-V/def2-TZVPD.

CARTESIAN COORDINATES (ANGSTROEM)
N1 -2.44 -0.34 0.32
H1 -1.21 1.74 0.24
H2 4.82 -0.93 -1.48
H3 -1.77 -0.68 1.04
H4 -1.05 -0.95 -1.25
O1 -0.26 -0.71 1.98
S1 0.98 0.75 -0.06
H5 -0.13 -1.01 2.92
H6 -2.21 0.33 -1.65
C1 -1.61 -0.10 -0.85
H7 3.84 0.20 -0.41
H8 -0.79 1.82 -1.36
S2 5.19 0.10 -0.68
H9 0.49 -0.28 1.52
C2 -0.71 1.15 -0.53
H10 -3.16 -1.09 0.27

## Properties
- total charge = +1
- Kohn-Sham gap (eV) = 3.13
- energy above the lowest of the compared OMol25 structures with the same formula, charge and spin (kcal/mol) = 144.78
- HOMO (eV) = -12.8


Computed, not measured: 2 unconnected molecules or ions with the total composition C2H10NS at a distorted geometry, with ωB97M-V/def2-TZVPD.

CARTESIAN COORDINATES (ANGSTROEM)
H1 2.39 2.46 -0.21
H2 -1.33 -0.76 -2.03
H3 1.10 1.36 -0.06
S1 0.51 -0.75 0.35
H4 1.99 1.65 1.29
H5 -1.65 -1.91 0.28
H6 -1.82 -0.43 1.00
H7 1.24 2.98 0.75
N1 1.67 2.10 0.43
H8 0.84 -1.81 -0.39
C1 -1.75 -0.24 -1.18
H9 -1.33 0.75 -1.00
H10 -2.83 -0.16 -1.33
C2 -1.33 -0.88 0.13

## Properties
- total charge = +1
- Kohn-Sham gap (eV) = 9.64
- energy above the lowest of the compared OMol25 structures with the same formula, charge and spin (kcal/mol) = 11.75
- HOMO (eV) = -13.6


Computed, not measured: 2 unconnected molecules or ions with the total composition C2H10NS at a distorted geometry, with ωB97M-V/def2-TZVPD.

CARTESIAN COORDINATES (ANGSTROEM)
H1 0.32 -1.17 0.95
C1 0.44 0.72 1.98
S1 -1.61 0.03 0.08
H2 -0.22 1.42 2.48
H3 -2.36 -0.97 0.59
H4 0.51 -1.10 -2.79
H5 0.26 0.26 -1.76
N1 0.52 -0.08 -2.70
H6 -0.98 -0.81 2.16
H7 1.10 1.29 1.32
H8 -0.19 0.28 -3.35
H9 1.45 0.30 -2.95
H10 1.14 0.23 2.66
C2 -0.38 -0.41 1.34

## Properties
- multiplicity = 2
- total charge = +2
- Kohn-Sham gap (alpha / beta) (eV) = 12.14 / 7.60
- energy above the lowest of the compared OMol25 structures with the same formula, charge and spin (kcal/mol) = 17.72
- HOMO (alpha / beta) (eV) = -20.7 / -20.9
- <S²> = 0.7533


Computed, not measured: 2 unconnected molecules or ions with the total composition C2H10NS2 at a distorted geometry, with ωB97M-V/def2-TZVPD.

CARTESIAN COORDINATES (ANGSTROEM)
H1 -2.55 -0.37 -1.56
C1 1.48 -1.44 -0.53
S1 -0.06 -0.82 0.12
H2 -2.18 1.02 -2.68
H3 1.08 1.33 1.89
H4 -0.13 0.28 2.18
H5 0.54 1.05 3.56
H6 -0.26 1.99 2.47
N1 0.33 1.14 2.54
H7 1.35 -1.81 -1.56
C2 -1.78 0.16 -2.12
H8 -1.26 -0.47 -2.85
S2 -0.57 0.88 -1.00
H9 2.25 -0.64 -0.57
H10 1.76 -2.32 0.11

## Properties
- total charge = +1
- Kohn-Sham gap (eV) = 8.91
- energy above the lowest of the compared OMol25 structures with the same formula, charge and spin (kcal/mol) = 6.50
- HOMO (eV) = -12.8


Computed, not measured: 2 unconnected molecules or ions with the total composition C2H10NS3, with ωB97M-V/def2-TZVPD.

CARTESIAN COORDINATES (ANGSTROEM)
H1 1.91 1.33 1.01
H2 -1.66 -0.85 0.76
H3 -1.27 -0.26 -1.75
H4 0.46 0.76 -3.42
H5 -0.30 -2.25 -0.80
C1 -0.26 -0.17 -1.38
H6 1.12 -1.32 -0.17
S1 0.91 -0.31 -2.75
H7 -0.61 -1.88 1.50
H8 -0.25 -0.26 1.42
H9 -0.81 2.63 1.52
H10 -0.15 0.80 -0.88
N1 -0.67 -1.06 0.89
S2 1.75 2.25 1.98
C2 0.05 -1.30 -0.41
S3 -0.22 1.88 2.47

## Properties
- total charge = +1
- Kohn-Sham gap (eV) = 9.37
- energy above the lowest of the compared OMol25 structures with the same formula, charge and spin (kcal/mol) = 2.88
- HOMO (eV) = -13.0


Computed, not measured: 3 unconnected molecules or ions with the total composition C2H10O2 at a distorted geometry, with ωB97M-V/def2-TZVPD.

CARTESIAN COORDINATES (ANGSTROEM)
H1 -5.81 2.22 0.17
H2 3.42 2.77 1.18
H3 0.03 -1.20 -0.08
H4 1.28 -1.01 -1.47
C1 0.60 -1.69 -0.90
O1 2.48 3.04 1.02
H5 -5.16 3.27 -0.76
H6 1.47 -2.40 1.19
O2 -5.04 2.45 -0.27
C2 1.35 -2.66 0.13
H7 2.26 3.82 1.38
H8 2.41 -2.64 -0.18
H9 0.87 -3.68 0.02
H10 -0.16 -2.30 -1.44

## Properties
- Kohn-Sham gap (eV) = 11.70
- energy above the lowest of the compared OMol25 structures with the same formula, charge and spin (kcal/mol) = 31.87
- structure (SMILES) = CC.O.O
- HOMO (eV) = -10.7


Computed, not measured: 3 unconnected molecules or ions with the total composition C2H10O2S at a distorted geometry, with ωB97M-V/def2-TZVPD.

CARTESIAN COORDINATES (ANGSTROEM)
H1 4.30 -2.89 -1.29
C1 -3.44 1.70 1.54
O1 3.57 -2.33 -1.13
H2 -3.62 0.02 -1.83
H3 3.06 -2.87 -1.78
H4 -3.18 2.39 0.84
H5 -2.68 1.40 -0.85
O2 7.13 -1.41 0.90
H6 6.98 -1.62 -0.01
H7 6.46 -0.71 1.19
H8 -4.34 1.57 -1.46
S1 -3.92 0.23 0.63
C2 -3.56 0.78 -1.03
H9 -4.19 2.22 2.17
H10 -2.57 1.50 2.11

## Properties
- Kohn-Sham gap (eV) = 9.01
- energy above the lowest of the compared OMol25 structures with the same formula, charge and spin (kcal/mol) = 33.18
- structure (SMILES) = CSC.O.O
- HOMO (eV) = -8.4


Computed, not measured: 3 unconnected molecules or ions with the total composition C2H10O2S2 at a distorted geometry, with ωB97M-V/def2-TZVPD.

CARTESIAN COORDINATES (ANGSTROEM)
H1 -3.04 1.04 -0.14
S1 0.83 1.33 -0.43
C1 1.40 -1.15 -1.28
S2 0.26 2.15 1.35
H2 -1.66 0.96 -0.90
H3 0.99 -0.81 0.82
H4 0.45 -1.69 -1.24
H5 0.27 3.49 0.87
H6 2.15 -1.95 -1.33
H7 -2.18 -1.18 2.02
H8 1.48 -0.51 -2.15
H9 -1.39 -0.65 0.91
H10 2.56 -0.04 0.28
O1 -2.41 0.39 -0.49
O2 -1.25 -1.06 1.73
C2 1.54 -0.32 -0.01

## Properties
- Kohn-Sham gap (eV) = 8.71
- energy above the lowest of the compared OMol25 structures with the same formula, charge and spin (kcal/mol) = 17.35
- structure (SMILES) = CCSS.O.O
- HOMO (eV) = -8.2


Computed, not measured: 3 unconnected molecules or ions with the total composition C2H10O3 at a distorted geometry, with ωB97M-V/def2-TZVPD.

CARTESIAN COORDINATES (ANGSTROEM)
H1 2.14 0.37 0.69
H2 1.83 2.02 0.12
O1 -1.10 -1.54 1.60
O2 -2.74 -0.22 -0.80
C1 1.54 0.27 -1.30
H3 -0.49 1.06 0.48
H4 -1.17 -1.43 2.55
H5 -2.42 -0.68 0.00
H6 0.52 0.00 -1.72
H7 -0.17 -1.36 1.46
O3 0.32 0.67 0.83
C2 1.52 0.99 0.03
H8 1.97 -0.70 -1.11
H9 1.96 0.82 -2.16
H10 -3.70 -0.27 -0.67

## Properties
- Kohn-Sham gap (eV) = 11.38
- energy above the lowest of the compared OMol25 structures with the same formula, charge and spin (kcal/mol) = 13.87
- structure (SMILES) = CCO.O.O
- HOMO (eV) = -10.6


Computed, not measured: 4 unconnected molecules or ions with the total composition C2H10O4 at a distorted geometry, with ωB97M-V/def2-TZVPD.

CARTESIAN COORDINATES (ANGSTROEM)
O1 0.89 2.25 -0.04
H1 -2.25 1.38 -1.08
C1 -0.18 -0.46 1.03
H2 -2.31 -1.26 1.51
H3 0.00 0.26 1.92
H4 0.35 -1.35 1.38
H5 1.59 2.33 -0.69
H6 0.14 2.00 -0.60
O2 -2.03 -0.96 -0.52
O3 3.45 -1.99 0.67
H7 3.32 -1.22 1.25
H8 3.53 -1.67 -0.23
H9 -1.10 0.78 -2.01
O4 -1.42 1.59 -1.57
H10 0.30 -0.11 0.05
C2 -1.60 -0.92 0.66

## Properties
- Kohn-Sham gap (eV) = 10.89
- energy above the lowest of the compared OMol25 structures with the same formula, charge and spin (kcal/mol) = 19.23
- structure (SMILES) = CC=O.O.O.O
- HOMO (eV) = -10.3